Record 1
Computed, not measured: a 3-piece molecular cluster, C18H50N6O4P3 overall in a non-equilibrium geometry, with ωB97M-V/def2-TZVPD.

Geometry as ORCA input:
```
! RIJCOSX wB97M-V def2-TZVPD def2/J DEFGRID3
* xyz 1 1
C 0.98 -1.05 3.88
P 1.98 0.02 2.83
C 1.09 1.48 2.25
C 0.87 2.39 3.49
C -0.38 3.24 3.37
O -1.57 2.52 3.07
C -1.82 1.44 3.86
C -2.58 0.35 3.15
O -1.50 1.37 5.03
H -0.08 -0.87 3.75
H 1.21 -2.08 3.62
H 1.22 -0.90 4.93
H 2.53 -0.65 1.73
H 3.03 0.51 3.61
H 0.11 1.23 1.84
H 1.69 2.03 1.54
H 0.86 1.80 4.41
H 1.71 3.07 3.60
H -0.24 3.92 2.53
H -0.49 3.89 4.24
H -1.93 -0.30 2.57
H -3.19 -0.16 3.88
H -3.24 0.84 2.43
O -4.35 0.81 -0.05
P -5.79 0.98 -0.52
N -5.68 -0.02 -1.92
C -5.94 0.35 -3.29
C -5.42 -1.44 -1.69
N -5.67 2.64 -0.95
C -6.15 3.23 -2.19
C -4.47 3.35 -0.52
N -7.53 1.11 -0.60
C -8.05 1.74 0.66
C -8.32 -0.11 -0.78
H -6.88 0.90 -3.41
H -6.04 -0.53 -3.93
H -5.13 0.96 -3.71
H -6.29 -1.96 -1.28
H -4.60 -1.57 -0.98
H -5.13 -1.95 -2.61
H -5.46 3.05 -3.02
H -6.26 4.31 -2.07
H -7.14 2.86 -2.46
H -3.61 3.09 -1.14
H -4.23 3.13 0.51
H -4.63 4.43 -0.59
H -7.86 1.10 1.53
H -9.12 1.91 0.58
H -7.57 2.70 0.83
H -8.14 -0.86 -0.01
H -8.15 -0.57 -1.76
H -9.38 0.14 -0.77
O 5.08 -1.73 0.58
P 6.09 -1.78 -0.53
N 5.18 -1.08 -1.81
C 4.92 -1.65 -3.12
C 4.72 0.29 -1.61
N 6.21 -3.48 -0.70
C 6.25 -4.20 -1.96
C 5.50 -4.29 0.29
N 7.63 -1.61 -1.32
C 8.73 -1.91 -0.36
C 7.97 -0.31 -1.93
H 5.83 -2.04 -3.59
H 4.54 -0.89 -3.80
H 4.18 -2.45 -3.07
H 5.54 1.02 -1.68
H 4.27 0.41 -0.62
H 3.96 0.57 -2.34
H 5.25 -4.30 -2.40
H 6.65 -5.20 -1.81
H 6.91 -3.72 -2.68
H 4.42 -4.31 0.10
H 5.67 -3.93 1.30
H 5.87 -5.32 0.26
H 8.76 -1.18 0.46
H 9.70 -1.90 -0.86
H 8.60 -2.90 0.08
H 7.94 0.51 -1.21
H 7.33 -0.08 -2.77
H 8.98 -0.37 -2.34
*
```

E_tot: -2369.0863 hartree
E_HOMO: -9.78 eV
frontier orbital gap: 7.256 eV

Record 2
Computed, not measured: a 15-piece molecular cluster, C18H51BN15O30 overall in a non-equilibrium geometry, with ωB97M-V/def2-TZVPD.

Geometry as ORCA input:
```
! RIJCOSX wB97M-V def2-TZVPD def2/J DEFGRID3
* xyz 1 1
O -1.10 -5.02 2.29
B -1.07 -3.86 3.06
O -2.17 -3.49 3.81
C 0.20 -2.89 3.03
C 1.60 -3.44 3.24
N 2.38 -2.69 2.56
C 1.73 -1.67 1.73
C 0.29 -2.24 1.60
H -0.95 -5.79 2.84
H -1.82 -3.08 4.61
H 0.16 -2.01 3.69
H 1.90 -4.26 3.89
H 3.39 -2.79 2.51
H 1.65 -0.69 2.21
H 2.21 -1.68 0.75
H -0.50 -1.50 1.56
H 0.15 -2.97 0.80
C 1.92 -4.17 -2.05
N 1.71 -2.71 -2.26
O 2.49 -1.96 -1.69
O 0.79 -2.36 -2.96
H 2.77 -4.31 -1.40
H 1.01 -4.56 -1.60
H 2.09 -4.62 -3.02
C 1.96 -7.95 -4.31
N 1.90 -7.74 -2.84
O 2.50 -6.78 -2.37
O 1.26 -8.53 -2.18
H 2.57 -7.17 -4.75
H 2.39 -8.93 -4.48
H 0.94 -7.91 -4.67
C -0.56 -6.38 -7.85
N -0.44 -7.08 -6.54
O 0.08 -8.17 -6.53
O -0.87 -6.50 -5.56
H -0.13 -7.01 -8.61
H -1.61 -6.20 -8.03
H -0.01 -5.44 -7.77
C 2.71 1.48 -0.71
N 1.89 2.11 0.35
O 1.90 3.31 0.45
O 1.24 1.36 1.07
H 3.22 2.26 -1.26
H 3.42 0.82 -0.23
H 2.03 0.92 -1.36
C -3.92 -0.67 1.83
N -3.40 -0.60 0.44
O -4.05 0.01 -0.37
O -2.35 -1.17 0.21
H -4.85 -0.12 1.88
H -4.07 -1.72 2.07
H -3.17 -0.22 2.48
C 3.50 5.64 2.27
N 4.17 6.23 1.08
O 4.73 5.48 0.31
O 4.09 7.44 0.96
H 3.65 4.57 2.25
H 3.97 6.08 3.15
H 2.45 5.89 2.22
C 3.07 -7.17 1.06
N 3.15 -7.20 2.55
O 2.74 -6.22 3.17
O 3.61 -8.18 3.06
H 2.63 -6.23 0.75
H 4.08 -7.28 0.68
H 2.45 -8.01 0.75
C -7.09 -2.93 -0.46
N -7.17 -2.80 1.02
O -6.57 -1.88 1.54
O -7.84 -3.62 1.61
H -6.47 -2.13 -0.85
H -6.65 -3.90 -0.68
H -8.10 -2.86 -0.85
C 6.41 9.84 0.96
N 6.44 9.79 2.44
O 5.98 10.74 3.06
O 6.90 8.79 2.95
H 5.97 10.79 0.65
H 7.44 9.76 0.61
H 5.81 9.01 0.62
C 3.02 -11.77 -6.91
N 2.81 -10.32 -7.16
O 3.58 -9.53 -6.63
O 1.88 -10.01 -7.87
H 3.88 -11.89 -6.26
H 2.12 -12.15 -6.44
H 3.18 -12.24 -7.87
C 5.31 13.00 5.56
N 5.09 14.46 5.43
O 5.83 15.21 6.03
O 4.17 14.81 4.71
H 6.16 12.83 6.22
H 4.41 12.56 5.97
H 5.52 12.61 4.57
C 2.59 10.73 3.07
N 2.44 10.40 4.52
O 2.21 11.31 5.28
O 2.55 9.23 4.83
H 2.47 11.80 2.94
H 3.58 10.41 2.78
H 1.83 10.18 2.53
C -8.73 1.12 -0.54
N -8.31 0.66 -1.89
O -8.46 1.42 -2.82
O -7.84 -0.46 -1.97
H -9.12 2.12 -0.63
H -9.49 0.44 -0.17
H -7.85 1.10 0.10
C -11.41 4.78 -1.11
N -11.31 4.01 0.16
O -10.79 2.91 0.12
O -11.76 4.53 1.16
H -10.97 4.18 -1.90
H -12.46 4.96 -1.30
H -10.87 5.71 -0.97
*
```

E_tot: -3818.3591 hartree
E_HOMO: -11.65 eV
frontier orbital gap: 7.937 eV

Record 3
Computed, not measured: C18H51InN3Na2O14PS as an isolated structure in a non-equilibrium geometry, with ωB97M-V/def2-TZVPD.

Geometry as ORCA input:
```
! RIJCOSX wB97M-V def2-TZVPD def2/J DEFGRID3
* xyz 0 1
In 2.30 -0.10 -4.62
Na -0.47 -2.98 -2.95
Na -1.83 0.49 -2.91
P -1.09 -1.09 -5.20
O 0.14 -1.99 -5.04
O -0.54 0.33 -4.91
O -2.13 -1.51 -4.14
O -1.68 -1.03 -6.59
S 0.71 -0.63 -1.48
O -0.68 -1.02 -1.26
O 1.32 -1.59 -2.36
O 0.74 0.60 -2.30
O 1.44 -0.45 -0.24
C -3.43 2.13 0.01
C -3.82 0.72 0.27
C -5.29 0.45 0.58
O -5.65 0.81 1.87
C -7.01 0.64 2.18
N -3.27 -0.18 -0.73
H -3.61 2.33 -1.05
H -2.39 2.43 0.12
H -4.04 2.77 0.64
H -3.25 0.51 1.17
H -5.46 -0.62 0.50
H -5.74 0.97 -0.27
H -7.21 -0.43 2.17
H -7.60 0.94 1.31
H -7.43 0.98 3.13
H -2.27 -0.28 -0.79
H -3.55 -1.09 -0.38
C -2.33 -5.02 1.61
C -1.34 -4.37 0.64
C -0.72 -5.41 -0.36
O 0.06 -4.84 -1.42
C 1.41 -4.69 -1.25
N -1.99 -3.27 -0.08
H -1.87 -5.83 2.18
H -3.16 -5.45 1.04
H -2.75 -4.30 2.31
H -0.57 -3.95 1.28
H -1.54 -5.80 -0.97
H -0.24 -6.23 0.16
H 1.77 -4.07 -2.07
H 1.95 -5.63 -1.15
H 1.50 -4.23 -0.26
H -2.51 -3.60 -0.89
H -1.34 -2.61 -0.48
C 2.82 4.65 -0.15
C 3.20 3.27 0.41
C 2.86 3.04 1.90
O 3.46 4.01 2.76
C 3.27 3.71 4.11
N 2.58 2.28 -0.45
H 1.74 4.77 -0.10
H 3.06 4.78 -1.20
H 3.38 5.40 0.41
H 4.29 3.26 0.35
H 3.13 2.00 2.11
H 1.77 2.99 1.97
H 3.82 2.84 4.48
H 2.21 3.45 4.23
H 3.54 4.52 4.78
H 2.47 1.39 0.02
H 1.60 2.55 -0.47
C -1.42 4.88 -1.86
C -0.30 3.85 -1.74
O -0.49 2.81 -2.66
H -1.40 5.69 -1.13
H -2.36 4.33 -1.87
H -1.29 5.38 -2.83
H -0.13 3.47 -0.73
H 0.68 4.20 -2.04
H 0.17 2.14 -2.45
C 6.30 -0.59 0.30
C 4.80 -0.29 0.60
O 4.01 -0.82 -0.46
H 6.46 -1.61 -0.03
H 6.94 -0.52 1.18
H 6.69 0.13 -0.41
H 4.62 0.78 0.70
H 4.63 -0.73 1.58
H 3.07 -0.65 -0.33
C -0.18 -1.75 2.52
C 1.40 -1.72 2.65
O 1.89 -0.49 2.23
H -0.65 -0.89 3.01
H -0.63 -2.64 2.96
H -0.58 -1.75 1.51
H 1.79 -2.61 2.14
H 1.68 -1.91 3.68
H 1.58 -0.42 1.32
*
```

E_tot: -3188.3212 hartree
E_HOMO: -9.05 eV
frontier orbital gap: 3.059 eV
ΔE to the lowest compared entry with this formula, charge and spin: 0.0 kJ/mol

Record 4
Computed, not measured: C18H51N10O11Sr as an isolated structure in a non-equilibrium geometry, with ωB97M-V/def2-TZVPD.

Geometry as ORCA input:
```
! RIJCOSX wB97M-V def2-TZVPD def2/J DEFGRID3
* xyz 1 1
Sr -0.91 1.25 2.46
C -0.08 -2.56 0.17
C -0.33 -1.28 0.93
O -0.85 -0.32 0.28
O -0.12 -1.17 2.17
H 0.24 -2.32 -0.83
H -0.99 -3.16 0.12
H 0.67 -3.17 0.69
C 3.15 -0.80 4.39
O 2.81 -1.68 5.16
N 2.51 -0.52 3.22
N 4.20 0.05 4.67
H 1.73 -1.06 2.87
H 2.67 0.37 2.78
H 4.82 0.41 3.96
H 4.65 -0.25 5.53
C -0.07 -4.31 4.49
O -1.14 -4.61 3.95
N 0.83 -3.50 3.87
N 0.25 -4.73 5.75
H 1.48 -3.02 4.48
H 0.53 -3.06 3.02
H -0.37 -5.40 6.15
H 0.92 -4.25 6.32
C -0.21 -2.68 -4.62
O -0.37 -2.24 -3.47
N -0.52 -3.96 -4.95
N 0.21 -1.88 -5.64
H -0.46 -4.32 -5.88
H -0.82 -4.58 -4.22
H 0.36 -2.24 -6.56
H 0.45 -0.94 -5.39
C -4.00 -2.39 -1.79
O -5.09 -2.87 -1.54
N -2.96 -3.07 -2.35
N -3.68 -1.08 -1.55
H -3.13 -4.06 -2.42
H -2.16 -2.60 -2.76
H -4.32 -0.44 -1.15
H -2.72 -0.79 -1.68
C 2.28 0.86 -1.05
O 3.12 1.73 -1.73
C 2.44 2.43 -2.75
C 3.36 3.55 -3.24
N 2.59 4.63 -3.88
C 3.47 5.65 -4.50
C 4.03 5.14 -5.81
O 5.08 6.01 -6.18
C 5.77 5.56 -7.33
H 2.80 0.28 -0.28
H 1.79 0.11 -1.69
H 1.44 1.39 -0.55
H 1.51 2.90 -2.43
H 2.27 1.75 -3.59
H 4.12 3.18 -3.92
H 3.91 3.95 -2.37
H 2.07 5.07 -3.14
H 4.24 5.96 -3.80
H 2.76 6.43 -4.78
H 3.29 5.03 -6.61
H 4.43 4.12 -5.71
H 5.05 5.17 -8.06
H 6.49 4.79 -7.06
H 6.26 6.41 -7.80
C -2.72 4.08 3.47
O -2.56 2.69 3.79
C -3.82 2.01 3.93
C -3.66 0.60 4.43
N -2.80 -0.22 3.55
C -2.52 -1.54 4.19
C -3.67 -2.52 3.96
O -4.06 -2.49 2.60
C -3.47 -3.48 1.77
H -1.88 4.37 2.82
H -2.51 4.67 4.37
H -3.66 4.27 2.96
H -4.29 2.00 2.94
H -4.49 2.53 4.62
H -4.70 0.24 4.46
H -3.32 0.52 5.46
H -3.43 -0.61 2.83
H -2.35 -1.50 5.27
H -1.63 -2.00 3.76
H -4.56 -2.25 4.53
H -3.29 -3.51 4.24
H -2.39 -3.57 1.95
H -3.71 -3.21 0.74
H -3.91 -4.46 1.98
O -0.85 0.47 -2.56
H -0.38 -0.35 -2.78
H -1.09 0.36 -1.63
*
```

E_tot: -2122.3411 hartree
E_HOMO: -10.75 eV
frontier orbital gap: 6.745 eV